The following is a DFT calculation (wB97M-V/def2-TZVPD) of 20 unconnected molecules or ions with the total composition C59H171N27O20 in a non-equilibrium geometry.

Properties
* frontier orbital gap: 8.89 eV
* energy: -145129.435 eV
* LUMO energy: 0.38 eV

Last column: Löwdin charge in e.
Positions of all 277 atoms, in Å:
N -0.55 0.28 -1.05  0.22
N 3.36 -5.27 0.46  0.02
H 6.89 5.50 -0.28  0.13
C 2.21 0.77 -4.44  -0.10
H -0.38 6.99 5.82  0.07
H 2.35 -2.31 -1.19  0.08
H 0.53 3.54 6.80  0.06
N -2.98 -2.82 0.15  0.22
H -3.38 4.22 -0.21  0.08
H -3.94 -6.98 1.78  0.13
H 0.24 2.82 -4.35  0.05
H -4.19 -1.55 9.12  0.08
H -1.22 1.73 -6.50  0.08
H 1.64 2.73 -2.55  0.05
H -0.53 4.38 7.60  0.06
H 1.76 -6.51 0.11  0.13
H -3.51 2.40 -4.88  0.10
O -4.66 -5.23 3.82  -0.19
C -2.26 -6.09 0.92  -0.06
C -1.17 6.25 5.68  -0.04
H 7.22 6.25 -2.77  0.07
H -4.86 -6.51 5.60  0.08
H 2.14 -7.99 2.10  0.13
O 4.65 4.42 -0.44  -0.18
N -2.31 -1.52 5.05  0.06
N -5.68 -0.04 1.85  0.07
H -8.43 -0.65 -2.13  0.12
H 2.83 -5.56 4.16  0.08
H 2.43 -0.04 -0.62  0.07
H -5.52 -5.57 1.43  0.08
H -1.37 -0.33 7.43  0.12
H 6.64 2.23 6.43  0.06
H 7.88 0.95 0.37  0.11
C -3.50 -2.80 -4.16  -0.03
H 0.94 -3.90 -2.67  0.08
C -9.67 0.80 -1.12  -0.43
H -2.10 5.50 -3.31  0.06
N -0.75 -2.58 2.25  0.17
H -3.08 -0.02 -8.10  0.13
H -5.27 -3.38 -0.54  0.09
H 5.86 -1.23 5.06  0.12
C 3.74 -0.61 3.81  -0.12
O 4.82 0.24 4.04  -0.20
H 1.62 0.98 -1.78  0.07
H -11.81 0.71 -1.69  0.07
O -7.35 0.51 -0.75  -0.21
H 0.99 -1.20 6.08  0.08
H -4.09 0.80 -4.09  0.07
C 3.70 -7.51 -0.17  -0.05
H -1.27 4.03 5.46  0.12
H -1.46 -0.07 -0.81  0.07
H -3.83 1.50 -7.65  0.13
N 8.31 4.31 -1.26  0.03
H 2.82 -0.33 4.32  0.07
H -1.99 7.89 0.74  0.08
H -5.27 -0.60 -8.88  0.08
C 8.45 0.02 -1.40  -0.41
H -3.21 5.50 -4.69  0.13
H 5.78 -0.41 1.43  0.07
C -10.82 0.65 -2.14  -0.07
H -6.79 -0.78 -7.97  0.09
H 2.18 4.16 -3.43  0.07
H 8.70 0.41 6.87  0.08
N 1.57 0.35 -1.00  0.21
H 1.99 3.82 2.51  0.07
H 1.32 -3.19 -4.30  0.05
O -1.07 6.34 -6.07  0.02
H 10.18 0.53 -0.17  0.08
O 3.64 -6.80 2.81  -0.19
C -3.16 -1.20 9.13  -0.13
H -2.41 -6.45 -0.10  0.08
C 2.47 -6.96 2.05  -0.20
C -1.20 5.49 0.94  -0.19
H -1.08 0.47 -5.32  0.09
H 5.54 -3.11 -1.50  0.10
H -6.32 2.94 3.37  0.07
C 1.28 3.01 2.69  -0.07
H -2.50 2.60 2.63  0.08
H -0.64 1.13 -1.59  0.06
N -3.91 -4.94 -2.87  0.04
H -0.55 -1.74 1.73  0.08
H 2.61 -1.66 -5.30  0.07
O -2.99 0.54 3.17  -0.21
H -0.67 -1.83 8.01  0.12
H -1.17 7.62 2.26  0.08
C 7.76 0.00 6.49  -0.08
H 5.60 6.30 -2.08  0.07
H 7.57 0.46 4.37  0.11
H -4.26 2.01 4.26  0.13
H -0.31 5.30 -3.21  0.04
H -0.22 5.89 1.17  0.13
N -2.94 2.80 -4.15  0.20
H 9.98 -1.10 -0.48  0.07
C -1.41 0.67 -6.34  -0.07
H -4.64 -5.83 0.10  0.07
C -3.57 0.51 -7.28  -0.21
C 1.78 -1.19 -5.82  -0.15
H -4.92 1.83 1.72  0.12
C 9.91 -0.14 -0.99  -0.06
H -5.83 0.33 -2.12  0.07
H 6.01 -2.26 -6.22  0.10
H 3.86 -8.38 0.46  0.07
H 8.50 3.69 -0.48  0.05
H 4.69 -7.06 -0.31  0.08
C -3.76 -1.99 -0.45  -0.77
C -2.93 -4.30 -3.77  -0.37
H 4.19 -6.60 4.81  0.09
H -2.89 -4.51 3.00  0.11
H -1.69 -5.19 0.72  0.06
N 5.36 -2.50 -0.72  0.24
N -0.10 5.71 -4.11  0.15
H 5.20 -1.10 -5.10  0.10
H 0.11 5.06 -0.89  0.08
H -10.69 -0.32 -2.63  0.07
C 2.76 -6.53 0.56  -0.43
H 7.92 -1.07 6.47  0.08
H -3.21 -2.28 -3.25  0.05
H 4.04 2.94 0.85  0.08
C 0.10 -1.14 5.45  -0.07
H -4.99 -0.41 1.21  0.04
H 6.14 2.21 4.90  0.06
O 0.91 3.21 4.09  -0.22
O -2.26 6.05 1.72  -0.19
N -3.49 1.02 -3.32  0.21
H -0.20 4.85 3.53  0.09
C -8.35 0.35 -1.72  -0.22
N 0.89 2.92 -5.11  0.04
C -4.73 -5.48 5.25  -0.09
O -0.61 -3.62 -4.09  -0.18
H 3.80 -5.18 -0.44  0.06
C -4.27 1.12 3.63  -0.17
H -6.32 0.30 1.14  0.02
C 2.35 3.10 -3.29  -0.07
C 3.30 -6.54 4.18  -0.09
H -2.84 -1.37 10.15  0.08
H 1.31 5.11 4.41  0.12
H -2.88 8.00 2.29  0.09
H 0.80 -2.75 0.67  0.04
H -1.13 4.41 1.06  0.10
C -3.54 -5.97 1.68  -0.44
H -5.62 -4.90 5.51  0.08
C -2.26 1.55 2.47  -0.10
C 6.34 -2.41 -4.22  -0.73
H -10.79 1.41 -2.92  0.08
H -1.96 6.39 6.42  0.07
H -1.54 6.54 -0.98  0.13
C 6.41 5.64 -2.36  -0.04
C -1.12 -1.80 5.95  -0.41
C 5.67 -0.16 5.15  -0.17
H -2.03 -2.56 0.37  0.09
O 0.12 -4.45 3.16  0.02
H -5.45 -1.75 -1.37  0.09
N -4.64 -5.35 0.99  0.03
C -2.11 7.46 1.73  -0.10
C -3.40 -5.45 3.18  -0.15
H 5.03 -0.06 6.03  0.12
H 1.10 -4.86 -4.14  0.09
H 7.09 0.15 7.35  0.07
H -0.15 -0.09 5.27  0.08
H 8.19 -0.86 -1.99  0.12
N 0.19 4.48 6.90  0.03
H 1.64 -1.42 -6.87  0.10
H -1.46 -4.06 -2.19  0.12
C -0.53 4.81 5.64  -0.38
H -10.46 2.47 -0.26  0.07
H 6.04 -1.91 -0.27  0.08
H -2.48 3.69 -4.11  0.07
H -1.06 -2.88 5.78  0.13
C -1.48 -1.42 7.41  -0.16
C 0.40 4.52 4.37  -0.18
C 2.17 2.38 -4.66  -0.34
H 6.00 5.02 -3.16  0.07
H 2.51 -7.14 4.62  0.09
H -2.24 1.29 1.41  0.09
C 7.03 0.61 5.31  -0.42
H -5.24 0.65 -0.55  0.05
H -3.02 -2.30 -5.00  0.05
H -2.54 -0.59 4.73  0.03
H -7.08 1.55 3.88  0.08
H 1.30 0.57 -3.89  0.10
H -4.83 -4.77 -3.24  0.06
H -3.17 -0.11 9.08  0.08
N -0.76 4.72 -1.29  0.02
H -1.02 0.01 -7.11  0.10
H -3.74 0.54 -2.46  0.08
N 8.33 1.18 -2.28  0.04
H -8.18 0.91 -2.65  0.13
N 0.91 -3.53 1.31  0.19
H 6.57 -1.83 2.18  0.11
H 7.37 -3.27 -5.74  0.12
H -6.08 1.98 -1.45  0.10
H -0.79 3.78 -0.93  0.07
H -4.11 -4.95 5.97  0.08
O 3.93 -1.06 0.05  0.07
H -1.29 1.69 2.95  0.07
C 4.22 -1.96 -0.63  -0.83
H -8.96 2.09 -0.10  0.05
H -1.49 6.60 4.70  0.05
H -1.63 -6.77 1.50  0.09
C -5.88 -0.18 -8.07  -0.06
C 5.92 3.75 -0.74  -0.20
H 3.27 -8.06 -1.01  0.07
H -1.23 -5.43 -3.39  0.12
H 7.35 -0.25 2.35  0.08
H 1.68 -4.18 1.30  0.06
N 6.62 -2.64 -5.51  0.15
N -5.46 0.28 -5.79  0.06
C 7.45 0.12 -0.19  -0.20
H 3.08 0.36 -3.92  0.10
H -3.08 -1.88 5.58  0.06
H 3.28 2.81 -2.78  0.05
N -9.65 2.24 -0.82  0.04
H 10.58 -0.09 -1.85  0.08
H 2.80 3.98 0.31  0.07
C 6.73 -0.87 1.70  -0.11
H 4.12 -5.22 1.12  0.09
H -7.20 2.10 2.12  0.06
H -5.16 1.24 -5.64  0.06
H -4.56 -2.84 -4.37  0.06
H 8.32 2.04 -1.75  0.01
H -6.25 0.55 -6.35  0.05
C 0.73 -3.91 -3.74  -0.12
C -1.68 5.54 -0.56  -0.40
N 3.30 -2.60 -1.37  0.18
C 3.68 3.43 -0.05  -0.09
O 0.59 -1.16 0.15  0.04
C 0.06 -3.61 2.30  -0.80
H 3.83 -1.65 4.14  0.09
H 3.55 2.67 -0.81  0.06
H 0.82 5.96 -4.44  0.11
H -2.82 -4.78 -4.74  0.12
O 6.87 -3.01 -3.31  0.03
C -1.16 5.93 -4.91  -0.72
N -2.30 5.66 -4.29  0.15
C -1.50 -4.39 -3.23  -0.18
C 0.53 -0.29 -0.64  -0.80
H 9.27 1.27 -2.65  0.05
H -9.85 0.26 -0.19  0.14
O -3.37 -0.90 -0.73  0.02
H -6.10 0.85 -8.34  0.09
C -4.82 -0.24 -6.95  -0.47
H 9.04 4.99 -1.10  0.07
H 0.84 3.86 -5.50  0.06
C -5.28 1.20 2.53  -0.42
H -4.54 0.33 4.33  0.12
H 5.75 3.14 -1.63  0.12
C -6.58 1.95 3.00  -0.04
O 2.06 0.15 -5.78  -0.22
O -1.82 2.19 -2.41  0.05
C -6.05 0.91 -1.22  -0.08
O 7.57 -1.06 0.58  -0.20
N 6.96 2.09 5.48  0.05
C -2.63 1.96 -3.24  -0.82
H -4.54 -1.28 -6.79  0.13
H -3.47 4.84 -1.89  0.06
H -4.02 -4.44 -2.00  0.02
H 6.35 3.07 -0.01  0.11
H 1.70 -6.22 2.27  0.09
H 6.43 0.41 -0.48  0.12
H 0.42 3.07 2.03  0.06
O -2.80 0.66 -6.11  -0.24
C -3.13 5.04 -0.88  -0.02
N -4.95 -2.48 -0.88  0.19
H -3.76 5.91 -0.65  0.07
C 6.92 4.81 -1.13  -0.40
H 3.50 -3.46 -1.85  0.10
H 2.96 2.65 -5.36  0.13
N 5.39 -1.51 -4.20  0.18
H -2.86 -6.21 3.75  0.13
H -1.23 -2.42 3.12  0.07
H 3.54 -0.69 2.74  0.08
H 0.41 -1.62 4.52  0.07
H 4.84 -1.27 -3.38  0.09
H 1.82 2.07 2.61  0.09
H 0.83 -1.32 -5.30  0.07
H -3.37 -3.62 0.62  0.07
O -2.71 -1.98 8.01  -0.18